No. 1
Below is N2O6RhS4 as an isolated structure in a non-equilibrium geometry, with properties calculated with ωB97M-V/def2-TZVPD.

Each line ends with the Mulliken charge.
Atoms and positions in Å:
Rh1 0.29665 -0.06571 -0.22335  1.54
S1 0.99684 0.61947 -2.72516  0.85
S2 1.65020 -1.70045 2.10109  0.78
S3 -0.47506 0.24052 2.87135  0.60
S4 -1.74323 0.97781 -2.22382  0.68
O1 -0.21075 0.84082 1.51246  -0.54
O2 -1.62192 0.31472 -0.88183  -0.48
O3 0.73813 1.67787 -1.60239  -0.56
O4 1.16648 -0.71634 -2.02000  -0.48
O5 1.66632 -3.12539 2.49581  -0.43
O6 0.98916 -1.57454 0.72335  -0.65
N1 -0.70226 0.34811 -3.17638  -0.15
N2 0.28829 -1.02855 3.17301  -0.17

As for the multiplicity: 5. As for the HOMO-LUMO gap (spin up / spin down): 6.83 / 6.14 eV. As for the total charge: +1. As for the HOMO energy (spin up / spin down): -14.111 / -14.239 eV.


No. 2
Below is N2O6S2 as an isolated structure in a non-equilibrium geometry, with properties calculated with ωB97M-V/def2-TZVPD.

Each line ends with the Mulliken charge.
Atoms and positions in Å:
S1 2.37507 -0.01923 0.07677  1.24
S2 -0.64125 0.44343 -0.18883  0.33
O1 3.14809 -1.23149 0.39933  -0.74
O2 1.17524 -0.54135 -0.79723  -0.62
O3 -2.45772 1.14921 0.26418  -0.59
O4 1.83711 0.64636 1.26655  -0.72
O5 -3.97904 -0.48136 0.09336  -0.81
O6 3.14635 0.90081 -0.77606  -0.72
N1 -1.79857 -0.77413 -0.33975  -0.44
N2 -2.80527 -0.09224 0.00167  1.06

As for the energy above the lowest of the compared OMol25 structures with the same formula, charge and spin: 1.244 eV. As for the HOMO-LUMO gap: 7.37 eV. As for the total charge: -2. As for the HOMO energy: -1.210 eV.


No. 3
Below is N3O17S2Sr6 as an isolated structure in a non-equilibrium geometry, with properties calculated with ωB97M-V/def2-TZVPD.

Each line ends with the Mulliken charge.
Atoms and positions in Å:
Sr1 1.51745 0.16984 4.13756  1.81
Sr2 6.54414 -1.08135 -1.81304  1.53
Sr3 -4.20730 -1.49476 2.02580  1.89
Sr4 -0.36933 -6.41139 -3.54111  1.57
Sr5 0.15247 0.36445 -5.42735  1.81
Sr6 2.20140 -7.04821 2.64860  1.02
S1 -3.32466 1.46326 5.90957  1.19
S2 0.93700 -2.50487 -0.52207  1.24
O1 -2.77781 2.61985 5.47040  -0.45
O2 2.19921 -1.70163 -0.34558  -0.79
O3 -2.63159 0.36458 5.32061  -0.66
O4 -0.02546 -2.03114 0.43386  -0.82
O5 -3.03412 1.24668 7.27558  -0.38
O6 5.93094 5.42321 -1.07197  -0.40
O7 0.30713 2.94848 0.26032  -0.53
O8 -0.22995 2.60971 -1.53662  -0.62
O9 1.03649 -3.85129 -0.24044  -0.71
O10 -4.79420 1.36741 5.73111  -0.47
O11 0.40407 -2.45492 -1.85597  -0.81
O12 0.21170 4.67039 -0.99204  -0.53
O13 7.44897 4.29129 -0.20468  -0.46
O14 -4.19929 -3.43076 -4.38835  -0.70
O15 -6.00213 -2.46137 -5.15986  -0.51
O16 -4.21538 -1.67796 -5.40783  -0.61
O17 5.54535 3.26591 -0.60671  -0.59
N1 -0.01067 3.46614 -0.70842  1.01
N2 -4.87477 -2.53070 -4.92567  1.06
N3 6.26037 4.40915 -0.46573  0.91

As for the HOMO-LUMO gap: 1.41 eV. As for the total charge: +5. As for the HOMO energy: -15.685 eV.


No. 4
Below is an isolated ion of composition N3O5S and charge -1 in a non-equilibrium geometry, with properties calculated with ωB97M-V/def2-TZVPD.

Each line ends with the Mulliken charge.
Atoms and positions in Å:
S1 -1.85322 0.07059 -0.06175  1.11
O1 -1.35693 -1.35692 -0.09556  -0.49
O2 2.53052 -1.14983 -0.06329  -0.55
O3 -2.79944 0.29920 0.99556  -0.58
O4 -2.11650 0.71237 -1.31396  -0.57
O5 2.84973 0.92978 0.38009  -0.56
N1 2.13629 -0.00533 0.03268  1.04
N2 0.96129 0.33403 -0.46262  -0.28
N3 -0.35174 0.16612 0.58886  -0.12

As for the energy above the lowest of the compared OMol25 structures with the same formula, charge and spin: 3.944 eV. As for the SMILES: O=[N+]([O-])/N=N/S(=O)(=O)[O-]. As for the HOMO-LUMO gap (spin up / spin down): 9.55 / 7.93 eV. As for the total charge: -1. As for the HOMO energy (spin up / spin down): -6.551 / -5.574 eV.


No. 5
Below is a 2-piece molecular cluster, N4O2 overall in a non-equilibrium geometry, with properties calculated with ωB97M-V/def2-TZVPD.

Each line ends with the Mulliken charge.
Atoms and positions in Å:
O1 1.26832 -0.13971 -1.07509  -0.41
O2 -0.43184 1.04791 -1.76176  -0.39
N1 -0.09125 -1.14868 2.16223  -0.46
N2 0.24810 0.39040 -1.14823  1.04
N3 -0.23953 -0.41524 1.31555  0.76
N4 -0.75380 0.26532 0.50730  -0.55

As for the energy above the lowest of the compared OMol25 structures with the same formula, charge and spin: 2.199 eV. As for the HOMO-LUMO gap (spin up / spin down): 8.47 / 8.48 eV. As for the HOMO energy (spin up / spin down): -9.935 / -9.937 eV.


No. 6
Below is a 2-piece molecular cluster, N4O2 overall in a non-equilibrium geometry, with properties calculated with ωB97M-V/def2-TZVPD.

Each line ends with the Mulliken charge.
Atoms and positions in Å:
O1 -2.14417 -0.09452 -0.68845  -0.54
O2 -0.26532 -1.48508 -0.05943  -0.25
N1 -1.03217 -0.46180 -0.59303  0.99
N2 0.15280 -0.13762 -0.63245  -0.21
N3 1.98489 1.52013 0.94068  -0.13
N4 1.30398 0.65890 1.03269  0.14

As for the energy above the lowest of the compared OMol25 structures with the same formula, charge and spin: 1.796 eV. As for the SMILES: [O-][N+]1=NO1.N#N. As for the HOMO-LUMO gap (spin up / spin down): 10.65 / 10.65 eV. As for the HOMO energy (spin up / spin down): -10.697 / -10.696 eV.


No. 7
Below is NO11S2Sr4 as an isolated structure in a non-equilibrium geometry, with properties calculated with ωB97M-V/def2-TZVPD.

Each line ends with the Mulliken charge.
Atoms and positions in Å:
Sr1 -2.15890 -2.02537 1.43291  1.83
Sr2 1.11277 1.65271 2.70561  1.73
Sr3 -1.48252 -1.90074 -3.20234  1.89
Sr4 1.42698 3.11181 -1.10324  1.88
S1 -2.97257 -3.78701 -1.25348  1.14
S2 3.41007 3.47958 1.63582  1.46
O1 -1.86261 -2.91466 -0.79877  -0.86
O2 2.92692 3.62336 3.02326  -0.81
O3 -3.12389 -5.01551 -0.50615  -0.55
O4 0.86302 0.72924 -0.81924  -0.79
O5 4.79387 3.14249 1.56435  -0.54
O6 -0.79528 -0.56789 -1.21220  -0.53
O7 -0.58753 0.19061 0.78562  -0.69
O8 2.51336 2.43898 0.93858  -0.99
O9 -4.21388 -3.06697 -0.97617  -0.58
O10 3.16084 4.74162 0.89363  -0.74
O11 -2.82495 -4.01390 -2.69425  -0.81
N1 -0.18569 0.18165 -0.41394  0.95

As for the HOMO-LUMO gap: 4.58 eV. As for the total charge: +3. As for the HOMO energy: -16.425 eV.


No. 8
Below is one molecule with the formula NO3P in a non-equilibrium geometry, with properties calculated with ωB97M-V/def2-TZVPD.

Each line ends with the Mulliken charge.
Atoms and positions in Å:
P1 -0.52043 0.53691 1.04124  0.34
O1 -0.60137 1.83366 -0.05549  -0.23
O2 -0.36009 -0.97765 -1.17234  -0.42
O3 1.32960 -0.73691 0.32695  -0.45
N1 0.15230 -0.65601 -0.14036  0.76

As for the energy above the lowest of the compared OMol25 structures with the same formula, charge and spin: 0.517 eV. As for the multiplicity: 3. As for the HOMO-LUMO gap (spin up / spin down): 7.61 / 7.77 eV. As for the HOMO energy (spin up / spin down): -8.697 / -11.502 eV.


No. 9
Below is an isolated ion of composition NO4P and charge -2 in a non-equilibrium geometry, with properties calculated with ωB97M-V/def2-TZVPD.

Each line ends with the Mulliken charge.
Atoms and positions in Å:
P1 -0.21144 0.44229 0.19975  0.82
O1 0.54152 -1.53452 -1.34495  -0.54
O2 -0.66699 1.83242 -0.63053  -0.83
O3 -1.21457 -0.01467 1.23300  -0.73
O4 1.43959 0.31087 0.78356  -0.79
N1 0.11189 -1.03639 -0.24083  0.07

As for the energy above the lowest of the compared OMol25 structures with the same formula, charge and spin: 2.652 eV. As for the SMILES: O=NP(=O)([O-])[O-]. As for the HOMO-LUMO gap (spin up / spin down): 6.86 / 6.86 eV. As for the total charge: -2. As for the HOMO energy (spin up / spin down): 0.742 / 0.742 eV.


No. 10
Below is an isolated ion of composition NO4S and charge -1 in a non-equilibrium geometry, with properties calculated with ωB97M-V/def2-TZVPD.

Each line ends with the Mulliken charge.
Atoms and positions in Å:
S1 -0.48470 -0.07770 1.09056  0.56
O1 1.51936 -0.52091 -0.87561  -0.57
O2 -1.69815 0.61921 0.71358  -0.49
O3 -0.77018 -1.80569 1.25164  -0.66
O4 0.45976 1.35399 -0.99568  -0.55
N1 0.62056 0.23047 -0.54970  0.71

As for the energy above the lowest of the compared OMol25 structures with the same formula, charge and spin: 1.870 eV. As for the SMILES: O=S(=O)=[N+]([O-])[O-]. As for the HOMO-LUMO gap: 8.71 eV. As for the total charge: -1. As for the HOMO energy: -4.644 eV.


No. 11
Below is NO5S as an isolated structure in a non-equilibrium geometry, with properties calculated with ωB97M-V/def2-TZVPD.

Each line ends with the Mulliken charge.
Atoms and positions in Å:
S1 -0.21123 -1.09647 0.72513  0.73
O1 -0.03927 1.06010 0.29915  -0.59
O2 0.56525 -0.14292 -1.38888  -0.60
O3 0.93572 -1.33845 1.57495  -0.49
O4 0.02475 1.95258 -1.70410  -0.64
O5 -1.46219 -1.39792 1.44102  -0.53
N1 0.18697 0.96309 -0.94727  1.12

As for the energy above the lowest of the compared OMol25 structures with the same formula, charge and spin: 1.463 eV. As for the HOMO-LUMO gap: 9.41 eV. As for the total charge: -1. As for the HOMO energy: -5.425 eV.


No. 12
Below is one molecule with the formula O2 in a non-equilibrium geometry, with properties calculated with ωB97M-V/def2-TZVPD.

Each line ends with the Mulliken charge.
Atoms and positions in Å:
O1 0.00000 0.00000 -0.69140  0.00
O2 0.00000 0.00000 0.69140  0.00

As for the energy above the lowest of the compared OMol25 structures with the same formula, charge and spin: 0.990 eV. As for the SMILES: O=O. As for the HOMO-LUMO gap: 7.76 eV. As for the HOMO energy: -11.285 eV.


No. 13
Below is a 2-piece molecular cluster, O2 overall in a non-equilibrium geometry, with properties calculated with ωB97M-V/def2-TZVPD.

Each line ends with the Mulliken charge.
Atoms and positions in Å:
O1 0.00000 0.00000 -0.90784  0.50
O2 0.00000 0.00000 0.90784  0.50

As for the energy above the lowest of the compared OMol25 structures with the same formula, charge and spin: 8.326 eV. As for the multiplicity: 2. As for the HOMO-LUMO gap (spin up / spin down): 8.12 / 7.25 eV. As for the total charge: +1. As for the HOMO energy (spin up / spin down): -24.731 / -23.310 eV.


No. 14
Below is one molecule with the formula O4S in a non-equilibrium geometry, with properties calculated with ωB97M-V/def2-TZVPD.

Each line ends with the Mulliken charge.
Atoms and positions in Å:
S1 -0.29728 0.01970 -0.03570  1.20
O1 -0.69287 1.38746 0.07188  -0.45
O2 1.08668 -0.16532 0.74147  -0.16
O3 -1.20432 -1.05768 -0.04452  -0.43
O4 1.10780 -0.18417 -0.73313  -0.16

As for the energy above the lowest of the compared OMol25 structures with the same formula, charge and spin: 0.045 eV. As for the SMILES: O=S1(=O)OO1. As for the HOMO-LUMO gap: 12.13 eV. As for the HOMO energy: -12.210 eV.


No. 15
Below is an isolated ion of composition O4S4 and charge -2 in a non-equilibrium geometry, with properties calculated with ωB97M-V/def2-TZVPD.

Each line ends with the Mulliken charge.
Atoms and positions in Å:
S1 -2.41149 -0.37205 1.00802  -0.59
S2 2.57531 0.22479 1.03999  -0.58
S3 1.19140 -0.27619 -0.30223  0.71
S4 -1.19696 0.35548 -0.38565  0.72
O1 -1.45342 -0.27824 -1.68344  -0.56
O2 -1.15713 1.81634 -0.40570  -0.58
O3 0.90321 -1.68335 -0.14715  -0.54
O4 1.37022 0.28367 -1.66929  -0.57

As for the energy above the lowest of the compared OMol25 structures with the same formula, charge and spin: 1.006 eV. As for the SMILES: O=S(=O)([S-])S(=O)(=O)[S-]. As for the HOMO-LUMO gap: 6.19 eV. As for the total charge: -2. As for the HOMO energy: -0.578 eV.


No. 16
Below is a 2-piece molecular cluster, O5S2 overall in a non-equilibrium geometry, with properties calculated with ωB97M-V/def2-TZVPD.

Each line ends with the Mulliken charge.
Atoms and positions in Å:
S1 0.86363 0.78630 -0.01354  0.17
S2 -0.38014 -1.02423 -0.03993  0.93
O1 0.89525 1.15987 -1.47806  -0.57
O2 -1.39872 -0.93291 1.01536  -0.64
O3 -0.95599 -1.13881 -1.38421  -0.64
O4 0.36165 3.22734 1.65420  -0.60
O5 0.61432 -2.07757 0.24617  -0.65

As for the energy above the lowest of the compared OMol25 structures with the same formula, charge and spin: 5.084 eV. As for the HOMO-LUMO gap (spin up / spin down): 5.08 / 5.16 eV. As for the total charge: -2. As for the HOMO energy (spin up / spin down): 0.951 / 0.855 eV.


No. 17
Below is one molecule with the formula S2 in a non-equilibrium geometry, with properties calculated with ωB97M-V/def2-TZVPD.

Each line ends with the Mulliken charge.
Atoms and positions in Å:
S1 0.00000 0.00000 1.08737  0.00
S2 0.00000 0.00000 -1.08737  0.00

As for the energy above the lowest of the compared OMol25 structures with the same formula, charge and spin: 0.954 eV. As for the HOMO-LUMO gap: 5.68 eV. As for the HOMO energy: -9.037 eV.